*P*
The following is a quantum chemistry calculation of a 8-piece molecular cluster, C11H40N8O8 overall, from OMol25.

ORCA input file:
```
! RIJCOSX wB97M-V def2-TZVPD def2/J DEFGRID3
* xyz 0 1
C 0.92 -0.93 2.19
O 1.82 -0.34 1.27
C 2.23 -1.18 0.22
C 3.54 -1.91 0.51
C 4.77 -1.02 0.18
N 3.61 -3.12 -0.26
H 1.55 -1.40 2.96
H 0.24 -1.50 1.60
H 0.39 -0.12 2.60
H 1.57 -2.03 0.01
H 2.36 -0.67 -0.79
H 3.65 -2.13 1.58
H 5.71 -1.49 0.51
H 4.64 -0.04 0.64
H 4.77 -0.87 -0.91
H 2.74 -3.59 -0.48
H 4.30 -3.26 -1.02
C -4.81 0.93 -0.29
O -4.48 0.13 0.77
C -4.83 -1.28 0.60
C -3.69 -2.13 -0.10
C -4.38 -3.40 -0.44
N -2.54 -2.37 0.81
H -3.90 1.10 -0.96
H -5.12 1.93 -0.11
H -5.59 0.45 -0.95
H -4.94 -1.64 1.62
H -5.75 -1.26 -0.03
H -3.41 -1.64 -0.99
H -5.18 -3.33 -1.20
H -4.90 -3.80 0.41
H -3.60 -4.13 -0.75
H -2.99 -2.82 1.58
H -2.24 -1.49 1.28
N 0.65 4.20 1.84
C 0.89 4.83 0.67
N 2.21 5.04 0.31
O -0.08 5.24 0.04
H -0.33 3.98 2.01
H 1.34 3.86 2.51
H 2.49 5.95 -0.01
H 2.93 4.68 0.86
N -0.14 -2.37 -1.95
C 0.32 -3.59 -1.58
N -0.39 -4.23 -0.51
O 1.26 -4.21 -2.11
H 0.38 -1.83 -2.57
H -0.66 -1.82 -1.31
H -1.18 -3.92 0.00
H 0.02 -5.10 -0.27
N 2.89 2.72 -2.63
C 1.71 2.26 -2.04
N 0.68 3.17 -1.76
O 1.57 1.11 -1.66
H 3.09 3.73 -2.52
H 3.67 2.09 -2.68
H 0.01 2.83 -1.06
H 0.86 4.14 -1.73
O -2.09 3.08 0.93
H -2.99 3.05 0.62
H -1.71 3.84 0.45
O 3.07 2.20 2.16
H 3.88 1.82 1.86
H 2.39 1.55 1.96
O -1.23 0.36 -0.65
H -1.61 1.16 -0.36
H -0.31 0.54 -0.88
*
```

The frontier orbital gap is 8.50 eV. The LUMO energy is 0.38 eV. The molar mass comes out at 412.49 g mol⁻¹.

Results of the Löwdin charge analysis, in e, for atoms 1 through 6: -0.061, -0.213, -0.213, -0.447, -0.053, 0.042

---

*Q*
The following is a quantum chemistry calculation of a 8-piece molecular cluster, C11H40N8O8 overall, from OMol25.

ORCA input file:
```
! RIJCOSX wB97M-V def2-TZVPD def2/J DEFGRID3
* xyz 0 1
C -1.88 -0.98 -3.03
O -2.08 0.05 -4.00
C -2.16 -0.37 -5.33
C -3.52 -1.01 -5.69
C -3.32 -1.90 -6.92
N -4.48 0.06 -6.10
H -2.07 -0.56 -2.05
H -0.86 -1.34 -3.15
H -2.55 -1.82 -3.23
H -1.87 0.42 -6.03
H -1.37 -1.11 -5.53
H -3.87 -1.49 -4.78
H -2.72 -2.79 -6.69
H -2.77 -1.37 -7.70
H -4.29 -2.18 -7.32
H -5.40 -0.35 -5.97
H -4.43 0.74 -5.33
C 6.23 -0.31 3.89
O 4.88 -0.50 3.47
C 3.94 -0.19 4.49
C 2.57 0.05 3.81
C 1.46 0.17 4.85
N 2.33 -1.09 2.91
H 6.51 0.74 3.92
H 6.83 -0.87 3.18
H 6.36 -0.86 4.83
H 3.90 -1.03 5.20
H 4.23 0.68 5.10
H 2.65 0.97 3.22
H 1.09 -0.80 5.19
H 0.66 0.70 4.32
H 1.64 0.75 5.75
H 2.17 -1.83 3.58
H 3.15 -1.31 2.36
N -2.34 0.97 1.22
C -1.42 0.50 2.09
N -0.16 0.37 1.60
O -1.76 0.13 3.22
H -2.12 0.95 0.24
H -3.27 1.20 1.50
H 0.08 0.71 0.69
H 0.57 0.01 2.20
N 4.01 0.30 0.80
C 3.99 -0.59 -0.24
N 3.05 -0.37 -1.19
O 4.82 -1.50 -0.32
H 3.52 1.17 0.77
H 4.64 0.10 1.57
H 2.31 0.31 -1.10
H 3.01 -1.01 -1.96
N -2.64 2.55 -2.73
C -3.75 2.48 -1.92
N -4.28 3.68 -1.55
O -4.27 1.41 -1.63
H -1.99 3.30 -2.63
H -2.44 1.70 -3.25
H -3.82 4.56 -1.68
H -5.05 3.70 -0.89
O 1.16 2.28 -0.20
H 0.36 2.80 -0.06
H 1.86 2.82 0.19
O 0.48 -3.42 2.41
H 0.59 -2.46 2.41
H 0.37 -3.66 3.33
O -1.96 -1.39 5.64
H -1.94 -0.76 4.90
H -2.57 -2.08 5.34
*
```

The frontier orbital gap is 9.36 eV. The LUMO energy is -0.30 eV. The molar mass comes out at 412.49 g mol⁻¹.

Results of the Löwdin charge analysis, in e, for atoms 1 through 6: -0.061, -0.243, -0.207, -0.423, -0.072, 0.032

---

The most stable arrangement is *Q*, and the next structure is 0.0145 hartree less stable.

---

*P*
The following is a quantum chemistry calculation of a 8-piece molecular cluster, C31H45FO24 overall, from OMol25.

ORCA input file:
```
! RIJCOSX wB97M-V def2-TZVPD def2/J DEFGRID3
* xyz 0 1
O 3.33 1.68 2.03
C 2.30 1.12 1.86
O 2.06 -0.16 2.19
C 0.76 -0.51 1.69
C 0.10 0.85 1.55
F -0.55 1.20 2.70
O 1.20 1.69 1.32
H 0.83 -1.02 0.74
H 0.26 -1.16 2.40
H -0.64 0.92 0.75
C -2.66 -2.14 1.27
C -4.03 -2.63 0.88
C -4.96 -3.13 2.00
O -6.15 -2.36 1.83
C -5.99 -1.43 0.87
O -6.84 -0.65 0.58
O -4.76 -1.49 0.33
H -2.15 -1.73 0.39
H -2.08 -2.95 1.71
H -2.71 -1.33 2.00
H -3.95 -3.32 0.04
H -4.54 -3.11 3.00
H -5.22 -4.17 1.80
C 0.46 -4.27 1.02
C 0.35 -5.21 -0.16
C -0.20 -4.55 -1.44
O 0.72 -4.98 -2.46
C 1.82 -5.53 -1.89
O 2.79 -5.85 -2.49
O 1.64 -5.69 -0.56
H -0.40 -3.59 1.01
H 1.35 -3.65 1.06
H 0.40 -4.85 1.94
H -0.29 -6.07 0.05
H -0.09 -3.47 -1.39
H -1.20 -4.88 -1.70
C -1.88 2.50 -5.09
C -1.20 2.04 -3.83
C -2.04 2.26 -2.55
O -1.92 1.01 -1.85
C -1.22 0.14 -2.61
O -0.76 -0.87 -2.18
O -1.03 0.61 -3.85
H -1.78 3.58 -5.19
H -2.94 2.23 -5.07
H -1.44 2.06 -5.98
H -0.22 2.51 -3.68
H -3.07 2.52 -2.81
H -1.62 3.07 -1.96
C -6.04 3.26 -0.43
C -5.08 2.96 0.69
C -4.55 1.53 0.84
O -3.15 1.74 1.00
C -2.80 3.01 0.77
O -1.67 3.37 0.72
O -3.88 3.76 0.53
H -6.90 2.59 -0.30
H -5.65 3.06 -1.43
H -6.38 4.29 -0.39
H -5.52 3.25 1.65
H -4.67 0.88 -0.03
H -5.02 1.09 1.71
C 2.70 6.12 -0.25
C 2.45 4.63 -0.56
C 0.98 4.30 -0.80
O 0.89 4.01 -2.20
C 2.11 4.11 -2.77
O 2.33 4.02 -3.93
O 3.06 4.32 -1.84
H 3.09 6.25 0.76
H 1.77 6.69 -0.30
H 3.33 6.58 -1.02
H 2.94 4.09 0.24
H 0.30 5.11 -0.54
H 0.66 3.42 -0.24
C 2.19 0.60 -2.35
C 2.50 -0.87 -2.20
C 3.88 -1.31 -2.72
O 4.43 -2.07 -1.65
C 3.68 -1.94 -0.54
O 3.97 -2.37 0.53
O 2.58 -1.20 -0.78
H 3.06 1.10 -1.91
H 1.31 0.92 -1.79
H 2.10 0.78 -3.43
H 1.73 -1.54 -2.58
H 4.51 -0.46 -2.98
H 3.74 -1.96 -3.58
C 5.53 -1.63 3.17
C 4.71 -2.15 4.35
C 3.91 -1.03 5.04
O 2.57 -1.47 4.98
C 2.47 -2.56 4.21
O 1.45 -3.13 3.94
O 3.67 -3.02 3.85
H 6.04 -2.47 2.70
H 6.32 -1.00 3.58
H 4.86 -1.13 2.48
H 5.34 -2.77 4.99
H 4.07 -0.10 4.48
H 4.24 -0.87 6.06
*
```

The frontier orbital gap is 11.02 eV. The LUMO energy is 0.23 eV. The molar mass comes out at 820.68 g mol⁻¹.

Results of the Löwdin charge analysis, in e, for atoms 1 through 6: 0.174, -0.554, 0.081, -0.042, -0.297, 0.069

---

*Q*
The following is a quantum chemistry calculation of a 8-piece molecular cluster, C31H45FO24 overall, from OMol25.

ORCA input file:
```
! RIJCOSX wB97M-V def2-TZVPD def2/J DEFGRID3
* xyz 0 1
O 0.02 4.33 0.98
C 0.20 5.50 1.11
O 0.76 6.31 0.18
C 0.97 7.61 0.75
C 0.19 7.54 2.08
F -0.99 8.21 2.02
O -0.08 6.19 2.23
H 2.04 7.72 0.90
H 0.72 8.40 0.04
H 0.85 7.89 2.87
C -8.95 -2.08 0.90
C -7.63 -1.92 1.68
C -6.85 -3.15 2.04
O -5.52 -2.88 1.62
C -5.48 -1.72 0.93
O -4.55 -1.23 0.39
O -6.72 -1.17 0.86
H -9.55 -2.87 1.33
H -8.69 -2.30 -0.14
H -9.51 -1.15 0.89
H -7.88 -1.27 2.52
H -7.19 -4.05 1.52
H -6.90 -3.36 3.11
C -1.04 4.63 5.81
C -1.84 3.48 5.24
C -1.13 2.88 4.00
O -1.07 1.50 4.26
C -1.46 1.24 5.52
O -1.49 0.16 6.01
O -1.80 2.38 6.17
H -1.27 4.96 6.82
H -1.02 5.44 5.08
H 0.03 4.39 5.80
H -2.85 3.81 5.02
H -0.19 3.36 3.72
H -1.79 3.14 3.17
C -1.57 0.66 1.21
C -0.99 0.58 -0.19
C -0.02 1.71 -0.55
O 0.92 0.99 -1.36
C 0.86 -0.33 -1.09
O 1.48 -1.18 -1.65
O -0.21 -0.59 -0.31
H -2.20 1.52 1.42
H -0.79 0.55 1.97
H -2.19 -0.24 1.32
H -1.80 0.51 -0.93
H 0.45 2.08 0.36
H -0.49 2.55 -1.04
C 4.89 -0.03 -4.86
C 5.48 -0.39 -3.50
C 4.75 -1.46 -2.64
O 5.65 -2.55 -2.55
C 6.74 -2.33 -3.28
O 7.69 -3.05 -3.37
O 6.65 -1.14 -3.90
H 4.00 0.61 -4.83
H 4.67 -0.92 -5.45
H 5.62 0.49 -5.49
H 5.70 0.53 -2.96
H 3.80 -1.72 -3.11
H 4.61 -1.03 -1.66
C -0.11 -4.13 -0.46
C -1.42 -4.66 0.06
C -1.47 -5.92 0.88
O -2.44 -5.65 1.90
C -2.56 -4.29 1.99
O -3.05 -3.73 2.92
O -1.97 -3.68 0.95
H 0.24 -4.87 -1.19
H 0.67 -4.13 0.30
H -0.22 -3.19 -1.00
H -2.12 -4.76 -0.79
H -0.48 -6.08 1.32
H -1.62 -6.85 0.32
C -0.69 -1.98 -5.48
C 0.57 -2.13 -4.63
C 0.92 -3.63 -4.50
O 1.85 -3.79 -5.57
C 2.29 -2.59 -6.00
O 3.03 -2.37 -6.91
O 1.71 -1.61 -5.28
H -0.88 -0.95 -5.80
H -1.59 -2.22 -4.92
H -0.66 -2.61 -6.37
H 0.41 -1.71 -3.64
H 0.05 -4.26 -4.69
H 1.22 -3.89 -3.49
C 3.44 2.87 1.35
C 3.75 1.70 0.42
C 5.16 1.13 0.66
O 4.97 -0.30 0.74
C 3.64 -0.59 0.80
O 3.16 -1.67 0.89
O 2.98 0.58 0.84
H 2.36 2.99 1.33
H 3.97 3.75 0.98
H 3.88 2.79 2.35
H 3.60 2.04 -0.60
H 5.63 1.43 1.59
H 5.78 1.23 -0.24
*
```

The frontier orbital gap is 10.13 eV. The LUMO energy is -0.18 eV. The molar mass comes out at 820.68 g mol⁻¹.

Results of the Löwdin charge analysis, in e, for atoms 1 through 6: 0.161, -0.538, 0.081, -0.035, -0.306, 0.087

---

The most stable arrangement is *P*, and the next structure is 0.0767 hartree less stable.

---

*P*
The following is a quantum chemistry calculation of an isolated ion of composition C9H12ClN2 and charge +1, from OMol25.

ORCA input file:
```
! RIJCOSX wB97M-V def2-TZVPD def2/J DEFGRID3
* xyz 1 1
C 1.48 -0.93 -1.25
C 1.19 -0.34 0.19
C 2.36 0.55 0.60
C -0.08 0.39 0.20
Cl -0.40 1.44 -1.11
C -0.90 0.28 1.23
C -2.09 1.13 1.21
C -2.86 1.27 0.10
C -2.75 0.45 -1.08
C -2.24 -0.88 -1.13
N -2.09 -1.73 -0.18
N -2.03 -2.61 0.51
H 1.48 -0.10 -1.83
H 0.76 -1.71 -1.66
H 2.57 -1.35 -1.24
H 1.07 -1.22 0.81
H 2.02 1.28 1.35
H 2.87 1.22 -0.11
H 3.20 -0.07 1.10
H -0.66 -0.38 2.04
H -2.10 1.81 2.06
H -3.64 2.16 -0.07
H -3.08 0.96 -2.01
H -2.21 -1.43 -2.03
*
```

The frontier orbital gap is 7.17 eV. The LUMO energy is -6.10 eV. The molar mass comes out at 183.66 g mol⁻¹.

Results of the Löwdin charge analysis, in e, for atoms 1 through 6: -0.068, -0.440, -0.068, -0.631, 0.918, -0.119

---

*Q*
The following is a quantum chemistry calculation of an isolated ion of composition C9H12ClN2 and charge +1, from OMol25.

ORCA input file:
```
! RIJCOSX wB97M-V def2-TZVPD def2/J DEFGRID3
* xyz 1 1
C 1.53 1.66 -0.27
N 1.29 0.38 0.49
C 2.43 0.12 1.43
C 1.03 -0.73 -0.42
C -0.42 -0.74 -0.74
C -1.20 -1.46 -1.58
C -2.62 -1.39 -1.36
C -3.17 -0.59 -0.42
C -2.32 0.27 0.36
C -0.98 0.03 0.28
N 0.00 0.38 1.21
Cl -0.40 1.80 2.14
H 1.78 2.40 0.39
H 2.30 1.54 -0.96
H 0.53 2.01 -0.82
H 2.39 0.80 2.24
H 2.37 -0.95 1.83
H 3.43 0.25 0.81
H 1.25 -1.52 0.19
H 1.66 -0.77 -1.28
H -0.68 -2.04 -2.32
H -3.17 -2.18 -1.86
H -4.31 -0.30 -0.43
H -2.70 1.04 1.08
*
```

The frontier orbital gap is 9.09 eV. The LUMO energy is -3.48 eV. The molar mass comes out at 183.66 g mol⁻¹.

Results of the Löwdin charge analysis, in e, for atoms 1 through 6: 0.022, -0.308, 0.040, -0.054, -0.149, 0.017

---

The most stable arrangement is *Q*, and the next structure is 0.0648 hartree less stable.